94
Properties=species:S:1:pos:R:3:forces:R:3 method="wB97M-V/def2-TZVPD" charge=+1 total_energy_ha=-3797.79622
C 3.9917 -0.2690 -3.0065 1.4207 -0.4301 -0.1358
O 3.6808 1.1275 -2.7586 -1.5438 -1.2546 -0.6790
C 2.2698 1.2564 -3.0539 -0.4576 0.2332 -0.6713
C 1.6913 2.7164 -2.8040 -0.0676 0.6017 -0.2105
C 0.1570 2.8885 -3.2971 0.8222 -0.9216 -0.9808
C -0.7674 1.6702 -2.8278 -0.3571 0.3772 0.7687
C -2.1689 2.1287 -2.1733 1.5496 -0.1613 -0.3659
S -3.1638 0.5465 -1.9286 -1.1055 0.5807 0.3047
C -3.6939 -0.0929 -3.5842 0.3307 -0.5286 -1.3313
H 3.7032 -0.9632 -2.1521 0.0715 1.0222 -0.8322
H 3.4970 -0.6535 -3.9592 0.6476 0.5779 1.1032
H 5.1323 -0.3450 -3.1192 -1.7414 0.1637 0.1005
H 1.7310 0.4210 -2.4932 0.3993 1.1868 -0.4764
H 2.1288 1.0347 -4.1777 0.0805 0.2584 1.4455
H 2.2914 3.4381 -3.4674 -0.7026 -1.0448 1.1571
H 1.7817 3.0768 -1.7241 0.0103 -0.7207 -1.3635
H -0.2530 3.9153 -3.0390 0.5087 -1.3533 -0.0523
H 0.2094 2.8392 -4.4454 -0.2595 0.1914 1.6391
H -1.0007 0.9659 -3.6952 0.4225 0.9555 1.1124
H -0.2303 1.0700 -2.0088 -0.7601 0.8073 -1.2355
H -2.0443 2.5932 -1.1358 -0.2425 -0.8492 -1.3708
H -2.7506 2.8678 -2.8173 0.3858 -1.3611 0.7578
H -2.2909 -0.3781 -1.3786 -0.1580 0.7740 -0.9173
H -3.0999 -1.0250 -3.8538 -0.6077 1.3285 0.4059
H -3.4751 0.7333 -4.3486 -0.3326 -1.1942 1.1929
H -4.8035 -0.3696 -3.6054 1.4621 0.7560 0.4806
C 5.1149 -0.4346 1.2681 0.0871 -0.3052 -0.3344
O 4.2040 0.5531 1.7511 2.8514 -0.5033 1.7190
P 4.9433 1.9448 2.4456 -7.3115 6.0739 -2.3346
O 3.6257 2.4844 2.9805 1.4372 -1.2998 0.1805
O 5.2619 2.5700 0.9573 1.0062 -0.1144 0.8797
C 4.2100 2.6412 0.0061 -0.0707 -0.4713 -0.5029
O 5.8718 3.1988 3.1663 1.1251 -3.4034 -0.0915
C 7.1774 2.7947 3.5836 0.5361 0.0296 0.1656
H 4.5493 -1.1821 0.7085 -0.0180 0.0836 0.1199
H 5.8555 0.0153 0.5982 -0.0076 -0.0509 -0.0085
H 5.6221 -0.9169 2.1043 0.0079 -0.1863 -0.1163
H 3.2231 2.6188 0.4702 0.0857 -0.0202 0.2323
H 4.3028 1.8122 -0.6957 -0.1342 0.1247 0.0247
H 4.3112 3.5754 -0.5520 0.2075 -0.0383 0.1634
H 7.7490 2.4267 2.7263 0.1658 0.0727 0.1278
H 7.0995 2.0099 4.3404 0.2191 0.0446 0.0532
H 7.6927 3.6553 4.0121 -0.1412 -0.0193 -0.0932
C -11.0631 -0.3337 -5.2726 -0.5560 0.0517 -0.2928
O -10.1604 0.1731 -4.2868 1.3439 -2.7227 -1.8802
P -8.5014 0.1512 -4.7364 1.6602 8.1395 5.4043
O -8.0275 0.5209 -3.3374 -0.3578 -1.5235 -1.0447
O -8.6819 1.5015 -5.6558 0.7011 -1.3175 -0.5672
C -9.3187 2.6414 -5.0914 -0.6675 0.3426 -0.0042
O -6.8993 -0.0331 -5.3325 -2.3208 -2.3256 -0.9611
C -6.7704 -1.0451 -6.3350 0.2297 -0.2062 -0.4855
H -12.0827 -0.1191 -4.9491 0.1665 -0.0234 0.0768
H -10.8944 0.1521 -6.2391 -0.0418 -0.0201 0.0274
H -10.9365 -1.4115 -5.3766 -0.2120 -0.0097 -0.0178
H -9.2958 2.6380 -4.0017 0.0661 -0.2031 -0.0285
H -10.3529 2.6823 -5.4356 -0.0203 0.0699 0.1019
H -8.8029 3.5352 -5.4493 0.0807 -0.2530 -0.1092
H -7.4049 -0.8093 -7.1940 0.1629 -0.1042 -0.0817
H -7.0519 -2.0185 -5.9248 0.1106 -0.0802 -0.1425
H -5.7307 -1.0845 -6.6631 -0.0990 0.0543 0.0402
C 9.5548 -1.8262 9.4974 0.3496 -0.2219 0.3347
O 8.8631 -2.0553 8.2691 -0.5019 3.0976 1.4979
P 8.7084 -0.6759 7.2521 0.0203 -5.4977 -8.2843
O 7.7502 -1.3767 6.3007 0.1714 0.9716 1.6751
O 10.2580 -0.8355 6.7234 -0.3981 1.2719 0.5516
C 10.6990 -2.1018 6.2528 0.3555 -0.5022 0.2426
O 8.5890 0.8281 6.4274 0.1071 -0.0973 3.5057
C 8.6982 1.9614 7.2889 0.1458 0.5275 0.0975
H 9.7361 -2.7897 9.9764 -0.1083 0.0734 -0.1034
H 10.5193 -1.3409 9.3148 -0.0115 -0.0278 0.0471
H 8.9498 -1.2030 10.1569 0.0763 -0.1072 0.1692
H 9.8745 -2.7451 5.9453 -0.1202 0.1496 0.0908
H 11.2759 -2.5955 7.0363 -0.0217 -0.1195 -0.0508
H 11.3550 -1.9398 5.3945 -0.0932 0.2238 0.1310
H 9.6640 1.9499 7.8030 -0.0346 0.2227 -0.0002
H 7.8876 1.9500 8.0221 0.0239 0.2266 0.0135
H 8.6242 2.8696 6.6895 0.0036 -0.1353 0.0115
C -6.1566 -2.2208 -1.3921 -0.4286 0.2441 -0.1125
O -6.4761 -3.5504 -0.9898 3.1867 1.2443 0.4167
P -5.7406 -4.0664 0.4812 -7.4442 -6.2235 2.5586
O -6.1791 -5.5098 0.2913 1.3690 1.4888 -0.5811
O -6.8447 -3.2367 1.3745 1.4754 0.2849 0.1500
C -8.2285 -3.4067 1.0939 -0.5393 0.3275 -0.3284
O -4.8542 -4.4153 1.9134 1.3534 2.3615 -2.4071
C -3.6898 -3.6100 2.0949 0.2629 0.1716 0.3613
H -6.7986 -1.9483 -2.2320 0.0532 -0.0090 0.0920
H -6.3357 -1.5152 -0.5739 -0.0060 0.0696 -0.0902
H -5.1095 -2.1661 -1.7022 0.0753 0.1108 -0.1552
H -8.4383 -4.3378 0.5676 0.2143 -0.0159 -0.0026
H -8.5813 -2.5624 0.4994 -0.0981 -0.0613 -0.0458
H -8.7726 -3.4104 2.0409 0.2864 0.0403 0.0071
H -3.9651 -2.5517 2.1444 0.1491 0.0251 0.1323
H -2.9886 -3.7722 1.2713 0.1629 0.0214 0.1097
H -3.2095 -3.8948 3.0315 -0.1043 -0.0166 -0.1001

---

100
Properties=species:S:1:pos:R:3:forces:R:3 method="wB97M-V/def2-TZVPD" charge=-1 total_energy_ha=-5755.96616 de_lowest_ev=0.427
Cl 0.7974 -0.6758 0.2583 0.1598 -0.1732 0.1059
O 0.7602 0.7477 0.5313 -0.0880 0.0685 0.1876
O 1.7044 -0.8949 -0.8469 -0.1004 -0.0886 -0.1053
O 1.2457 -1.4082 1.4118 0.2924 0.2280 0.2465
O -0.5249 -1.1540 -0.0699 -0.2414 0.2122 -0.4751
O -4.1705 0.2034 -1.5104 0.2941 0.9991 -0.0142
S -3.3932 1.4236 -1.4059 1.2783 0.9530 0.6117
O -4.0060 2.7206 -1.5977 -0.0928 -1.1165 -0.2407
O -2.6757 1.4718 0.0723 -0.4051 -0.0005 -0.9836
C -3.5208 1.5749 1.2158 -0.6647 0.0382 0.6563
C -4.4688 2.7611 1.2496 -0.8564 0.0474 -0.5953
C -1.8807 1.3139 -2.3922 -1.2300 -0.2049 0.6661
H -2.8604 1.6323 2.0792 0.3020 -0.1572 -0.1842
H -4.1275 0.6722 1.3237 0.1801 -0.1769 -0.0831
H -3.9870 3.7125 1.0306 0.0855 -0.0058 0.1778
H -5.0427 2.8061 2.1782 0.5637 -0.0151 0.3443
H -5.2676 2.6393 0.5137 0.2681 0.0537 -0.2036
H -1.3458 0.4672 -1.9659 0.1498 -0.0263 -0.2280
H -1.3219 2.2450 -2.3472 -0.1749 0.1017 0.1933
H -2.2720 1.1470 -3.3945 0.3255 -0.2281 -0.1156
O -3.5134 -4.7808 0.3761 -1.0390 0.2692 -0.3036
S -4.1038 -3.6846 -0.3386 0.8429 1.3146 0.1347
O -3.7806 -3.4991 -1.7289 -0.2548 -0.1645 0.3243
O -5.7072 -3.7318 -0.2119 0.6702 -0.7058 0.8108
C -6.4766 -2.5877 -0.5562 -1.0790 0.5310 -0.8172
C -7.8778 -3.0822 -0.8176 -0.4250 -1.2837 -0.3350
C -3.7154 -2.1472 0.5197 0.3114 -0.9573 -0.3646
H -6.1001 -2.1421 -1.4791 0.2808 0.1521 0.1931
H -6.5686 -1.8289 0.2260 0.7685 -0.1889 0.2134
H -7.8736 -3.7680 -1.6711 0.0236 0.2436 -0.1224
H -8.6191 -2.3078 -1.0061 0.2499 0.2393 0.0371
H -8.2437 -3.7179 -0.0063 0.0981 0.3110 0.2489
H -4.0549 -2.1972 1.5509 -0.2662 -0.0018 -0.0624
H -4.1111 -1.3308 -0.0778 -0.0036 0.0276 0.2024
H -2.6239 -2.1134 0.5260 -0.0074 0.1260 -0.1317
O 6.7429 2.9949 -1.1172 -0.4214 -1.1807 -0.8412
S 6.4938 1.7059 -1.7430 0.6670 -0.6422 1.2650
O 7.5807 0.9524 -2.3134 -0.7145 0.6493 0.2040
O 5.8759 0.6971 -0.6256 0.5459 0.4353 -0.9738
C 4.6430 1.0916 -0.0160 -1.0623 0.4935 0.1214
C 4.3669 0.3151 1.2417 0.9180 -0.2769 0.9711
C 5.1541 1.8582 -2.9009 0.1052 0.3876 -0.2864
H 3.8085 0.9605 -0.7139 0.1560 -0.0840 -0.0859
H 4.7109 2.1550 0.2334 0.0425 -0.0181 -0.0256
H 4.2322 -0.7621 1.1583 -0.1262 0.0634 -0.5250
H 3.5030 0.7033 1.7811 -0.1527 0.0633 -0.3163
H 5.2172 0.4437 1.9220 -0.0264 0.0437 -0.0248
H 4.6015 2.7378 -2.5781 -0.3358 -0.2322 -0.0438
H 4.5642 0.9481 -2.9699 -0.0437 0.0106 0.3936
H 5.5408 2.0422 -3.9025 0.3628 0.1161 0.1791
C -0.2449 4.3777 0.2936 -0.8558 -0.1486 -0.1040
S -0.3553 5.4211 -1.2014 0.6552 0.4064 0.0212
O -0.9727 4.6260 -2.2997 -0.0820 -0.0115 0.4841
C -1.6614 6.5745 -0.6283 -0.5315 -0.9155 0.1796
H 0.4278 4.7744 1.0495 -0.1578 0.4702 -0.0754
H 0.0870 3.3606 0.0750 0.0218 0.1080 -0.4828
H -1.2743 4.3237 0.6516 0.1319 -0.2149 0.3330
H -1.3909 7.3294 0.1073 0.5415 0.0188 -0.2199
H -2.4509 5.9721 -0.1685 -0.0049 -0.0737 -0.1714
H -2.0735 6.9999 -1.5402 0.1834 0.1919 -0.0044
C -1.6121 -2.2550 -3.6535 0.4426 0.1576 0.4316
S -0.5441 -1.6749 -5.0072 -0.2360 -0.1552 0.4332
O -0.9933 -0.2838 -5.3164 0.0975 -0.0744 -0.0802
C 0.9688 -1.4843 -4.0110 -0.0573 0.2645 0.3188
H -1.8393 -1.3934 -3.0264 0.1541 0.0282 -0.0112
H -1.0289 -2.9596 -3.0617 -0.1982 -0.1003 -0.0199
H -2.5634 -2.7058 -3.9220 0.1838 -0.0328 -0.5329
H 1.3614 -2.3851 -3.5367 -0.3081 -0.2379 -0.2759
H 0.7699 -0.7828 -3.1977 -0.0621 0.0673 -0.1254
H 1.7447 -1.0827 -4.6607 -0.1347 0.0679 -0.1270
C 2.9962 3.7821 2.0412 -0.1830 -1.1609 -0.3376
S 2.2592 3.7463 3.6828 0.0013 0.2470 1.4374
O 3.2854 3.2741 4.6883 -0.5584 0.0938 -0.9912
C 1.0201 2.4498 3.4995 0.2470 -0.1470 -0.9495
H 2.4184 4.4017 1.3605 0.1694 0.4967 0.2924
H 2.9813 2.8018 1.5569 0.2129 -0.1033 0.3372
H 4.0195 4.1096 2.2028 -0.0344 0.2077 -0.1586
H 0.5090 2.6509 2.5539 -0.1503 -0.0287 0.0890
H 0.3061 2.4535 4.3169 0.1619 0.2279 0.1688
H 1.4764 1.4650 3.3929 0.1672 0.0514 0.0932
C 1.6332 -6.0405 -2.8316 -0.5441 -0.8557 0.5364
S 0.3007 -5.9480 -1.5667 -0.1788 -0.0570 0.2010
O 0.6025 -6.9546 -0.4977 0.1969 0.5848 -0.4905
C 0.7012 -4.2613 -1.0112 0.8205 -0.7112 0.2033
H 2.5474 -6.4036 -2.3614 0.1089 0.5683 0.2220
H 1.7061 -5.0921 -3.3534 0.1927 -0.0306 -0.0933
H 1.3342 -6.8603 -3.4863 -0.1329 0.2701 -0.2531
H 0.2124 -3.9709 -0.0854 -0.4886 -0.1614 -0.1984
H 0.4443 -3.6191 -1.8491 0.0268 0.2160 0.2056
H 1.7714 -4.2377 -0.7950 0.0410 0.1822 -0.1900
C 2.0858 -1.6126 4.7851 1.0832 -0.7188 0.4905
S 3.6082 -2.4014 5.4796 0.1798 1.0902 -0.9586
O 4.3779 -2.9118 4.2997 -0.2788 -0.0708 0.5656
C 4.4412 -0.8205 5.9159 -0.6866 -0.4015 0.2419
H 1.7507 -0.8949 5.5301 -0.3340 0.0002 -0.1299
H 1.4114 -2.4487 4.6238 -0.2986 0.2329 -0.0415
H 2.3738 -1.1663 3.8360 -0.0699 0.0884 -0.0172
H 5.3906 -1.1057 6.3603 0.1589 0.1612 -0.2058
H 3.8517 -0.2632 6.6471 -0.0156 -0.1673 0.0790
H 4.5214 -0.2034 5.0238 0.2715 -0.1703 -0.1191

---

Listing HOMO energy for the structures above in their given order: -11.022 -6.604 eV.
Listing frontier orbital gap for the structures above in their given order: 0.23136 0.30917 Eh.
Listing LUMO level for the structures above in their given order: -4.727 1.809 eV.